{"formula": "C2H4BClO2", "method": "the ωB97M-V functional and the def2-TZVPD basis", "symbols": ["B", "C", "C", "O", "O", "Cl", "H", "H", "H", "H"], "coordinates": [[-0.860586, -0.379050, -0.061604], [-0.142678, 0.933232, -0.175739], [1.965281, 0.812315, 0.015740], [-2.230794, -0.326311, -0.154291], [-0.169714, -1.536642, 0.172996], [2.843118, 2.189222, 0.135331], [-0.357134, 1.941614, -0.442202], [2.348899, -0.155148, 0.260493], [-2.696488, -1.152839, -0.022243], [-0.699904, -2.326394, 0.271519]], "atomic_forces_ev_per_a": [[-0.8, -0.5, 0.2], [5.3, 0.1, 0.3], [-4.9, -0.5, -0.8], [-0.2, 0.1, -0.1], [0.5, 0.1, 0.0], [0.4, 0.9, 0.2], [-0.3, 0.4, -0.1], [0.2, -0.2, 0.2], [-0.1, -0.1, 0.0], [-0.1, -0.1, 0.0]], "relative_energy_kcal_mol": 20.3, "homo_lumo_gap_ev": [7.8, 8.6], "spin_multiplicity": 3, "e_homo_ev": [-7.606, -9.612], "lumo_ev": [0.23, -1.05]}

{"formula": "C29H30BNO3ReSSbSe4", "method": "the ωB97M-V functional and the def2-TZVPD basis", "symbols": ["Re", "O", "S", "C", "C", "C", "C", "C", "C", "C", "C", "C", "C", "C", "C", "C", "C", "H", "H", "H", "H", "H", "H", "H", "H", "H", "H", "H", "H", "H", "H", "N", "C", "C", "C", "C", "C", "C", "C", "C", "C", "H", "H", "H", "H", "C", "C", "C", "O", "B", "O", "C", "C", "C", "H", "H", "H", "H", "H", "H", "H", "H", "H", "H", "H", "H", "Se", "Sb", "Se", "Se", "Se"], "coordinates": [[-0.418321, -0.512324, -0.631782], [0.338924, 1.238918, -0.646496], [0.719484, 2.786968, -0.544581], [1.585445, 3.137426, -2.088835], [1.899418, 4.613894, -2.029268], [2.725940, 5.114989, -1.023939], [2.998306, 6.474493, -0.964606], [2.448395, 7.333474, -1.906983], [1.610649, 6.838198, -2.898673], [1.332422, 5.481141, -2.958747], [-0.886726, 3.594036, -0.833421], [-1.512992, 3.990738, 0.470416], [-1.056773, 5.122332, 1.142559], [-1.631935, 5.487942, 2.347893], [-2.655518, 4.718961, 2.891616], [-3.105701, 3.587468, 2.227737], [-2.530474, 3.219784, 1.017746], [0.926589, 2.869360, -2.914537], [2.473178, 2.505113, -2.089115], [3.181133, 4.445165, -0.301735], [3.647386, 6.859932, -0.189564], [2.679267, 8.390391, -1.874250], [1.178087, 7.507301, -3.630904], [0.695905, 5.094621, -3.747520], [-1.475530, 2.866782, -1.393634], [-0.652011, 4.451083, -1.467991], [-0.265243, 5.727643, 0.710245], [-1.287247, 6.374580, 2.863284], [-3.110781, 5.012569, 3.828346], [-3.907392, 2.994157, 2.646729], [-2.902997, 2.349948, 0.485257], [-7.621037, -6.546111, 2.554181], [-6.800774, -5.848271, 2.154996], [-5.760891, -4.971604, 1.677210], [-5.344413, -3.909024, 2.485209], [-4.322959, -3.094380, 2.053287], [-3.717178, -3.334509, 0.803005], [-4.147244, -4.405785, 0.001650], [-5.168044, -5.217154, 0.437304], [-2.700850, -2.484893, 0.358645], [-1.796671, -1.741963, -0.047559], [-5.821894, -3.743269, 3.440737], [-3.969297, -2.277269, 2.667204], [-3.672508, -4.589529, -0.953056], [-5.513375, -6.044404, -0.167540], [2.172293, -3.905220, 2.516996], [2.597786, -2.856127, 1.510733], [3.739507, -2.035083, 2.073431], [1.460066, -1.928464, 1.346636], [1.162970, -1.865955, 0.029991], [1.921701, -2.617453, -0.791166], [2.841384, -3.411120, 0.041334], [4.238496, -3.188690, -0.497162], [2.434510, -4.860886, -0.148873], [1.937110, -3.416254, 3.461516], [2.982385, -4.614562, 2.693808], [1.293795, -4.455900, 2.185544], [3.430576, -1.611640, 3.028300], [4.017899, -1.217494, 1.409950], [4.617837, -2.658402, 2.245065], [4.522038, -2.138148, -0.489648], [4.291096, -3.551529, -1.522800], [4.962364, -3.748304, 0.097465], [1.374546, -5.011097, 0.055166], [3.012392, -5.519157, 0.500210], [2.627998, -5.152406, -1.181016], [-1.127555, -0.805834, -4.501955], [0.682844, -2.782819, -4.997983], [-0.137176, -1.523208, -2.582620], [2.716091, -1.780821, -5.531591], [-0.456706, -4.812347, -4.911850]], "atomic_forces_ev_per_a": [[-0.8, -0.5, 0.4], [0.2, 0.5, 0.2], [-0.1, -0.4, 0.0], [0.0, 0.1, 0.0], [0.0, -0.1, 0.0], [0.0, 0.0, 0.0], [0.0, 0.0, 0.0], [0.0, 0.0, 0.0], [0.0, 0.0, 0.0], [0.0, 0.0, 0.0], [0.0, 0.1, 0.1], [0.1, -0.1, 0.0], [0.0, 0.0, -0.1], [0.0, 0.0, 0.0], [0.0, 0.0, 0.0], [0.1, 0.0, 0.0], [-0.1, 0.0, 0.1], [0.0, 0.0, 0.0], [0.0, 0.0, 0.0], [0.0, 0.0, 0.0], [0.0, 0.0, 0.0], [0.0, 0.0, 0.0], [0.0, 0.0, 0.0], [0.0, 0.0, 0.0], [0.0, 0.0, -0.1], [0.0, 0.0, 0.0], [0.0, 0.0, 0.0], [0.0, 0.0, 0.0], [0.0, 0.0, 0.0], [0.0, 0.0, 0.0], [0.0, 0.0, 0.0], [0.0, 0.0, 0.0], [0.1, 0.1, 0.0], [-0.1, -0.1, 0.2], [0.0, 0.0, 0.0], [0.0, 0.0, 0.0], [0.1, 0.2, 0.1], [0.0, -0.1, -0.2], [0.0, -0.1, -0.1], [-0.3, -0.2, 0.1], [0.5, 0.7, 0.0], [0.0, 0.0, 0.0], [0.0, 0.0, 0.0], [0.0, 0.0, 0.0], [0.0, 0.0, 0.0], [0.0, -0.1, 0.0], [0.0, 0.0, -0.1], [0.1, 0.1, 0.0], [-0.1, 0.0, -0.2], [0.1, 0.2, 0.4], [0.0, 0.0, -0.1], [0.0, -0.1, 0.1], [0.1, 0.0, 0.0], [0.0, -0.1, 0.0], [0.0, 0.0, 0.0], [0.0, 0.0, 0.0], [0.0, 0.0, 0.0], [0.0, 0.0, 0.0], [0.0, 0.0, 0.0], [0.0, 0.0, 0.0], [0.0, 0.0, 0.0], [0.0, 0.0, 0.0], [0.0, 0.0, 0.0], [0.0, 0.0, 0.0], [0.0, 0.0, 0.0], [0.0, 0.0, 0.0], [-0.1, -0.2, -0.3], [0.0, -0.2, -1.1], [0.5, 0.0, 0.5], [-0.3, -0.2, 0.1], [0.2, 0.3, 0.0]], "relative_energy_kcal_mol": 0.0, "homo_lumo_gap_ev": [5.4, 5.4], "e_homo_ev": [-13.623, -13.623], "lumo_ev": [-8.25, -8.25], "total_charge": 2}

{"formula": "H24NO10", "method": "the ωB97M-V functional and the def2-TZVPD basis", "symbols": ["N", "H", "H", "H", "H", "O", "H", "H", "O", "H", "H", "O", "H", "H", "O", "H", "H", "O", "H", "H", "O", "H", "H", "O", "H", "H", "O", "H", "H", "O", "H", "H", "O", "H", "H"], "coordinates": [[0.031514, 0.265914, -0.169457], [-0.358486, 0.831914, 0.662543], [-0.093486, 0.705914, -0.996457], [-0.245486, -0.646086, -0.064457], [1.035514, 0.185914, -0.224457], [-0.964486, -2.362086, -2.025457], [-1.492486, -2.919086, -2.636457], [-0.047486, -2.543086, -2.283457], [1.766514, 1.345914, -2.394457], [1.263514, 2.169914, -2.881457], [2.586514, 1.614914, -2.201457], [-0.160486, 3.351914, 0.536543], [0.607514, 3.068914, 1.080543], [-0.845486, 3.250914, 1.103543], [-1.936486, 2.604914, 2.258543], [-1.894486, 1.819914, 2.734543], [-2.700486, 2.892914, 2.037543], [-2.781486, 0.268914, -0.885457], [-2.639486, 1.191914, -1.480457], [-3.292486, 0.558914, -0.162457], [-2.879486, -3.310086, 0.157543], [-2.032486, -2.874086, -0.264457], [-3.034486, -2.784086, 1.010543], [-0.401486, 0.334914, 3.031543], [0.599514, 0.620914, 3.564543], [-0.519486, -0.707086, 2.896543], [1.201514, -2.498086, 1.186543], [0.842514, -3.393086, 0.849543], [1.155514, -2.561086, 2.182543], [1.712514, -1.588086, -2.331457], [2.411514, -2.170086, -2.415457], [2.098514, -0.712086, -2.284457], [3.512514, 1.056914, 0.050543], [3.280514, 1.834914, -0.294457], [4.214514, 1.090914, 0.652543]], "atomic_forces_ev_per_a": [[1.5, 1.8, 4.4], [1.1, -0.7, -1.5], [-1.8, 1.5, -3.5], [-1.6, -3.0, -0.5], [1.1, 0.2, 1.1], [-0.3, -0.7, -0.4], [0.2, 0.6, 0.6], [-0.1, 0.4, 0.1], [-7.1, 1.3, -2.6], [2.2, -3.1, 1.8], [5.0, 1.8, 0.8], [4.9, -0.1, -2.8], [-0.6, 0.6, -0.6], [-3.6, -0.5, 3.0], [8.1, -0.6, 0.8], [-0.3, -2.1, 1.4], [-8.4, 2.6, -1.8], [2.0, 3.3, -3.8], [-0.8, -3.9, 2.5], [-1.2, 0.6, 1.4], [2.1, 2.3, 0.8], [-2.4, -1.2, 1.0], [0.3, -1.2, -1.9], [3.6, -1.4, 1.4], [-4.7, -2.0, -2.4], [1.1, 3.4, 0.9], [-1.2, -1.8, 0.7], [0.8, 2.1, 0.9], [0.2, -0.2, -1.7], [-2.2, 1.5, 0.5], [2.3, -1.9, -0.2], [0.0, 0.3, -0.3], [-0.9, -5.5, 0.4], [-0.8, 5.0, -1.5], [1.6, 0.5, 1.1]], "relative_energy_kcal_mol": 111.7, "homo_lumo_gap_ev": 10.1, "e_homo_ev": -13.448, "lumo_ev": -3.35, "total_charge": 1}

{"formula": "C57H67N2O", "method": "the ωB97M-V functional and the def2-TZVPD basis", "symbols": ["C", "C", "C", "C", "C", "C", "C", "C", "C", "C", "C", "C", "C", "C", "N", "C", "C", "N", "C", "C", "C", "C", "C", "C", "C", "C", "C", "C", "C", "C", "C", "C", "C", "C", "C", "C", "C", "C", "C", "C", "H", "H", "H", "H", "H", "H", "H", "H", "H", "H", "H", "H", "H", "H", "H", "H", "H", "H", "H", "H", "H", "H", "H", "H", "H", "H", "H", "H", "H", "H", "H", "H", "H", "H", "H", "H", "H", "H", "H", "H", "H", "H", "H", "H", "H", "H", "H", "H", "H", "H", "H", "H", "C", "C", "C", "C", "O", "C", "C", "C", "C", "C", "C", "C", "C", "C", "C", "C", "C", "C", "C", "C", "H", "H", "H", "H", "H", "H", "H", "H", "H", "H", "H", "H", "H", "H", "H"], "coordinates": [[-0.505045, 1.425599, 3.106504], [0.577768, 0.725822, 3.916967], [1.834009, 1.619293, 3.808395], [0.268378, 0.691432, 5.408242], [0.807191, -0.734084, 3.388049], [1.889055, -0.850901, 2.537580], [2.591718, -2.036366, 2.386134], [2.077469, -3.160419, 3.022507], [0.750205, -3.183361, 3.460278], [0.157752, -4.617113, 3.661461], [-1.323906, -4.680818, 3.320436], [0.441350, -5.056981, 5.105111], [0.824578, -5.667114, 2.751775], [0.092910, -1.930224, 3.677563], [-1.292797, -1.844163, 4.084591], [-1.730362, -2.212632, 5.425703], [-3.231695, -2.212609, 5.329671], [-3.512062, -1.481315, 4.080332], [-4.863295, -1.021355, 3.827128], [-5.375761, 0.108150, 4.540945], [-4.625747, 1.056553, 5.533063], [-5.119130, 2.515855, 5.411037], [-3.135401, 1.133486, 5.288624], [-4.918535, 0.609742, 6.974130], [-6.727146, 0.423859, 4.445983], [-7.532511, -0.137337, 3.475597], [-7.017640, -1.158233, 2.703725], [-5.774560, -1.733969, 2.992471], [-5.664626, -3.198084, 2.479669], [-6.301472, -3.351113, 1.087356], [-6.431846, -4.104653, 3.461514], [-4.242056, -3.682330, 2.358735], [-2.349811, -1.377031, 3.325037], [-2.181856, -1.029786, 1.980888], [-3.244474, -0.528725, 1.131364], [-4.092544, 0.554051, 1.489519], [-5.163875, 0.929029, 0.684529], [-5.403705, 0.246323, -0.514522], [-4.560354, -0.800854, -0.911187], [-3.462242, -1.146471, -0.128791], [-1.431523, 0.850673, 3.148726], [-0.699974, 2.436462, 3.494837], [-0.232782, 1.488424, 2.041286], [2.713405, 1.137781, 4.255211], [2.074701, 1.916719, 2.779337], [1.655961, 2.556914, 4.355151], [1.100824, 0.212268, 5.939226], [0.146796, 1.708683, 5.809910], [-0.640522, 0.126444, 5.615687], [2.205424, 0.050425, 2.035745], [3.512723, -2.086731, 1.810789], [2.704615, -4.047345, 3.099492], [-1.528047, -4.153936, 2.379858], [-1.658634, -5.723998, 3.200642], [-1.936266, -4.253192, 4.124764], [1.525706, -5.137850, 5.264935], [0.068294, -4.330419, 5.839672], [-0.018307, -6.030975, 5.318456], [1.870225, -5.853009, 3.012524], [0.304017, -6.628901, 2.845900], [0.773814, -5.372423, 1.694450], [-1.326154, -3.187061, 5.713546], [-1.365935, -1.494413, 6.170959], [-3.627018, -3.243692, 5.251862], [-3.728878, -1.744320, 6.184107], [-6.142749, 2.661604, 5.776682], [-4.465422, 3.167780, 6.013179], [-5.065709, 2.856729, 4.368429], [-2.664088, 0.159724, 5.423278], [-2.929354, 1.501663, 4.276422], [-2.668343, 1.825253, 6.011309], [-4.534493, -0.396991, 7.187129], [-4.443916, 1.310547, 7.679977], [-6.002323, 0.600293, 7.161694], [-7.152266, 1.156173, 5.125365], [-8.552736, 0.205276, 3.338021], [-7.643551, -1.563110, 1.913461], [-5.920281, -2.579022, 0.406514], [-6.052270, -4.333019, 0.653765], [-7.397259, -3.289583, 1.125054], [-6.011343, -4.028119, 4.474557], [-7.488704, -3.808337, 3.524492], [-6.388848, -5.160093, 3.148237], [-3.786756, -3.776493, 3.342277], [-4.205302, -4.675191, 1.883288], [-3.653343, -2.986050, 1.753628], [-1.201344, -1.235318, 1.555085], [-3.924393, 1.064656, 2.443263], [-5.832231, 1.738054, 0.995549], [-6.248653, 0.536714, -1.143217], [-4.764577, -1.348555, -1.838338], [-2.786660, -1.949371, -0.436019], [-0.480218, -1.426184, -9.115884], [0.099660, -0.181587, -8.832522], [1.380683, -0.125993, -8.287879], [2.011710, -1.327355, -7.952544], [3.147188, -1.266758, -7.108523], [2.847912, -1.104832, -5.756463], [2.015062, -2.019790, -5.085774], [1.607479, -1.740563, -3.787991], [2.035180, -0.555857, -3.109249], [1.664506, -0.313925, -1.745773], [2.082644, 0.914202, -1.082232], [2.884882, 0.911148, 0.083009], [3.457019, 2.077375, 0.590847], [3.318038, 3.289848, -0.091257], [2.450967, 3.347509, -1.195390], [1.827468, 2.191156, -1.661435], [2.886935, 0.338990, -3.859031], [3.361255, 0.029616, -5.123548], [1.484335, -2.572979, -8.297322], [0.208117, -2.620192, -8.857571], [-1.488485, -1.465246, -9.541814], [-0.435426, 0.749552, -9.022036], [1.883972, 0.810555, -8.048561], [1.720074, -2.933982, -5.601309], [0.964064, -2.448768, -3.268112], [1.189837, -1.137951, -1.186737], [3.150976, -0.058366, 0.507685], [4.067218, 2.048652, 1.502055], [3.890342, 4.177933, 0.227316], [2.295887, 4.296236, -1.712230], [1.174518, 2.233387, -2.532514], [3.205923, 1.283263, -3.424478], [4.106477, 0.629385, -5.660948], [2.062830, -3.468656, -8.065058], [-0.242216, -3.587754, -9.078580]], "atomic_forces_ev_per_a": [[-0.6, 0.0, 0.0], [-0.1, 0.0, -0.4], [0.3, -0.1, -0.1], [-0.2, -0.3, 0.3], [-0.2, 0.5, 0.1], [0.6, 0.0, -0.1], [-0.5, -0.1, 0.3], [0.4, 0.1, -0.5], [-0.3, -0.1, 0.2], [0.2, 0.1, 0.2], [-0.5, 0.1, 0.3], [0.0, 0.1, 0.3], [0.2, 0.0, -0.3], [-0.3, -0.1, -0.3], [0.7, -0.2, 0.8], [0.8, 0.0, 0.3], [-0.9, -0.3, -0.4], [0.1, 0.1, 0.4], [-0.7, -0.1, 0.2], [0.4, 0.1, 0.5], [-0.2, -0.1, 0.0], [-0.1, 0.2, -0.1], [0.5, -0.1, 0.3], [0.0, -0.1, 0.2], [-0.2, 0.0, -0.2], [0.1, 0.0, -0.1], [-0.2, 0.1, 0.3], [0.0, -0.3, -0.1], [0.0, 0.1, -0.3], [-0.2, 0.0, -0.3], [-0.1, 0.1, 0.3], [0.5, -0.3, -0.1], [0.0, 0.2, -2.4], [-0.2, -0.5, 2.2], [-0.7, 0.5, -1.0], [0.3, -0.4, 0.0], [0.1, -0.2, -0.3], [0.0, 0.0, 0.0], [0.1, 0.4, -0.1], [-0.2, 0.3, 0.6], [0.2, 0.3, -0.1], [0.2, -0.2, -0.1], [0.0, 0.1, 0.3], [-0.1, 0.1, -0.1], [-0.1, -0.2, 0.2], [-0.1, -0.3, -0.1], [-0.2, 0.1, 0.0], [0.0, -0.3, -0.2], [0.2, 0.2, 0.0], [0.2, -0.1, 0.6], [0.0, 0.0, 0.2], [-0.4, 0.1, -0.3], [-0.1, 0.0, 0.2], [0.2, 0.3, 0.1], [0.1, -0.1, -0.5], [-0.2, 0.0, 0.0], [0.1, -0.3, -0.2], [0.1, 0.2, -0.1], [-0.1, 0.0, -0.1], [0.0, 0.3, 0.1], [0.0, 0.0, 0.2], [-0.3, 0.2, 0.0], [-0.1, -0.1, 0.0], [0.1, 0.3, 0.1], [0.2, -0.1, -0.2], [0.3, 0.0, -0.1], [-0.2, -0.2, -0.2], [-0.1, 0.0, 0.2], [0.0, 0.4, -0.1], [0.0, -0.1, 0.3], [-0.2, -0.2, -0.3], [-0.1, 0.3, 0.0], [-0.2, -0.2, -0.2], [0.3, 0.0, 0.0], [0.1, -0.1, -0.3], [0.1, 0.0, 0.0], [0.2, -0.1, 0.3], [-0.2, -0.2, 0.1], [0.0, 0.3, 0.3], [0.3, 0.0, -0.1], [-0.1, -0.1, -0.2], [0.2, -0.1, 0.0], [0.1, 0.3, 0.0], [0.0, 0.0, -0.2], [-0.1, 0.2, 0.1], [0.0, -0.3, 0.2], [-0.2, 0.1, 0.1], [0.0, -0.2, -0.5], [0.3, -0.3, -0.1], [0.2, -0.2, 0.2], [0.1, 0.3, 0.3], [-0.3, 0.1, 0.1], [-0.1, 0.0, 0.1], [0.2, -0.3, -0.2], [0.1, -0.5, 0.5], [-0.7, -0.2, 0.2], [0.1, 0.3, 1.4], [-0.3, -0.3, -1.8], [-0.3, 0.1, 0.6], [0.4, -0.5, -0.5], [-0.7, 0.5, 0.4], [1.2, 0.0, -1.4], [0.1, 1.2, 0.4], [0.0, -0.6, -0.3], [0.3, 0.1, -0.2], [-0.3, -0.1, -0.1], [0.1, -0.2, 0.1], [0.3, -0.3, -0.3], [0.6, 0.0, -0.2], [-0.1, 0.2, 0.6], [0.1, 0.4, 0.4], [0.1, 0.4, -0.2], [0.4, 0.0, 0.2], [0.1, -0.3, -0.1], [-0.3, -0.2, 0.0], [-0.1, 0.4, 0.2], [0.1, 0.1, -0.1], [0.3, 0.4, -0.2], [-0.1, 0.4, -0.1], [-0.2, -0.2, -0.5], [-0.5, -0.5, -0.1], [-0.1, -0.3, 0.2], [0.1, 0.1, 0.2], [0.0, -0.4, 0.1], [-0.6, -0.1, 0.3], [-0.3, 0.2, -0.1], [0.1, 0.3, 0.0]], "homo_lumo_gap_ev": 2.9, "e_homo_ev": -8.484, "lumo_ev": -5.62, "total_charge": 1}